Entry from the OMol25 dataset: a cluster of 12 separate species, C99H211N11O12 in total in a non-equilibrium geometry (ωB97M-V/def2-TZVPD).

Cartesian coordinates (Å):
C (14.74, 22.93, 23.31)
C (15.25, 21.76, 22.49)
C (16.30, 20.95, 23.31)
C (13.97, 20.85, 22.30)
C (14.17, 19.70, 21.21)
C (14.67, 20.25, 19.88)
C (15.91, 21.20, 20.03)
C (17.14, 20.25, 20.25)
C (16.10, 21.86, 18.66)
N (15.68, 22.25, 21.11)
O (16.94, 22.90, 21.17)
H (14.29, 22.69, 24.28)
H (15.52, 23.63, 23.54)
H (13.89, 23.45, 22.78)
H (16.30, 19.87, 22.99)
H (17.27, 21.43, 23.31)
H (15.89, 20.94, 24.35)
H (13.75, 20.46, 23.31)
H (13.13, 21.52, 22.07)
H (14.69, 18.83, 21.66)
H (13.17, 19.29, 21.02)
H (13.80, 20.83, 19.56)
H (14.84, 19.45, 19.14)
H (16.90, 19.38, 20.88)
H (18.10, 20.70, 20.53)
H (17.26, 19.82, 19.26)
H (15.16, 22.40, 18.43)
H (16.27, 21.11, 17.91)
H (16.95, 22.56, 18.72)
H (16.67, 23.84, 21.13)
C (18.97, 20.43, 11.17)
C (19.91, 21.56, 10.67)
C (20.96, 20.93, 9.68)
C (19.04, 22.56, 9.89)
C (19.80, 23.95, 9.68)
C (20.30, 24.51, 10.98)
C (21.21, 23.53, 11.75)
C (22.58, 23.49, 10.99)
C (21.46, 24.18, 13.15)
N (20.53, 22.19, 11.91)
O (21.46, 21.26, 12.43)
H (19.64, 19.80, 11.77)
H (18.14, 20.87, 11.75)
H (18.56, 19.79, 10.39)
H (20.44, 20.26, 8.99)
H (21.52, 21.66, 9.10)
H (21.65, 20.34, 10.25)
H (18.82, 22.13, 8.88)
H (18.12, 22.67, 10.45)
H (20.60, 23.82, 8.94)
H (19.08, 24.64, 9.28)
H (19.48, 24.78, 11.65)
H (20.80, 25.47, 10.74)
H (22.48, 22.94, 10.05)
H (23.38, 23.03, 11.57)
H (22.84, 24.52, 10.77)
H (22.25, 23.56, 13.60)
H (20.53, 24.25, 13.73)
H (21.81, 25.17, 12.89)
H (21.05, 20.91, 13.26)
C (21.01, 27.94, 17.01)
C (20.13, 26.71, 16.59)
C (19.62, 27.04, 15.22)
C (21.04, 25.50, 16.51)
C (21.59, 25.07, 17.85)
C (20.28, 24.74, 18.72)
C (19.38, 26.01, 18.86)
C (18.08, 25.50, 19.55)
C (19.90, 27.04, 19.84)
N (18.98, 26.43, 17.49)
O (18.12, 27.50, 17.58)
H (21.65, 27.66, 17.86)
H (21.71, 28.14, 16.19)
H (20.45, 28.85, 17.17)
H (20.47, 27.30, 14.56)
H (19.12, 26.10, 14.90)
H (18.96, 27.92, 15.28)
H (20.50, 24.65, 16.02)
H (21.83, 25.77, 15.79)
H (22.17, 24.16, 17.69)
H (22.27, 25.78, 18.37)
H (20.43, 24.36, 19.72)
H (19.74, 23.97, 18.16)
H (17.48, 26.33, 19.92)
H (18.39, 24.84, 20.37)
H (17.40, 25.00, 18.86)
H (19.35, 27.96, 19.97)
H (20.95, 27.38, 19.67)
H (19.88, 26.53, 20.82)
H (17.37, 27.15, 17.05)
C (17.56, 13.54, 14.75)
C (18.31, 12.84, 13.57)
C (17.24, 12.51, 12.48)
C (19.28, 13.85, 12.95)
C (20.61, 13.95, 13.73)
C (21.25, 12.59, 13.95)
C (20.37, 11.54, 14.60)
C (21.00, 10.11, 14.35)
C (20.18, 11.79, 16.14)
N (19.10, 11.60, 13.86)
O (18.15, 10.64, 14.46)
H (17.19, 14.52, 14.45)
H (16.74, 12.97, 15.21)
H (18.26, 13.76, 15.56)
H (16.85, 13.44, 12.03)
H (17.76, 11.92, 11.76)
H (16.48, 11.81, 12.79)
H (19.40, 13.44, 11.94)
H (18.69, 14.76, 13.02)
H (21.28, 14.54, 13.09)
H (20.49, 14.39, 14.74)
H (22.16, 12.72, 14.55)
H (21.69, 12.13, 13.03)
H (21.05, 9.85, 13.30)
H (20.42, 9.35, 14.89)
H (21.92, 10.07, 14.92)
H (20.01, 12.82, 16.38)
H (21.02, 11.40, 16.70)
H (19.36, 11.23, 16.61)
H (17.81, 10.99, 15.33)
C (21.90, 12.66, 19.95)
C (22.47, 13.93, 20.67)
C (22.91, 13.63, 22.06)
C (23.71, 14.37, 19.82)
C (23.38, 15.11, 18.52)
C (22.31, 16.16, 18.80)
C (21.03, 15.71, 19.51)
C (20.42, 17.06, 19.93)
C (20.11, 15.04, 18.42)
N (21.45, 15.02, 20.71)
O (20.21, 14.62, 21.37)
H (21.75, 12.85, 18.90)
H (22.71, 11.95, 19.92)
H (21.06, 12.26, 20.48)
H (23.45, 14.50, 22.45)
H (22.11, 13.26, 22.71)
H (23.58, 12.75, 22.03)
H (24.39, 15.05, 20.36)
H (24.35, 13.49, 19.63)
H (24.27, 15.60, 18.16)
H (23.15, 14.42, 17.69)
H (22.04, 16.59, 17.85)
H (22.70, 16.95, 19.45)
H (19.34, 16.99, 20.16)
H (20.61, 17.82, 19.18)
H (20.83, 17.28, 20.89)
H (20.01, 15.76, 17.59)
H (19.10, 14.76, 18.72)
H (20.54, 14.12, 18.00)
H (20.19, 15.20, 22.12)
C (16.26, 22.21, 13.43)
C (15.09, 23.12, 13.80)
C (13.83, 22.27, 13.93)
C (15.38, 23.74, 15.22)
C (16.51, 24.78, 15.13)
C (16.05, 25.88, 14.16)
C (15.77, 25.36, 12.77)
C (15.02, 26.52, 11.96)
C (17.09, 25.08, 12.04)
N (14.78, 24.19, 12.88)
O (14.66, 23.63, 11.58)
H (16.31, 21.34, 14.16)
H (16.12, 21.87, 12.37)
H (17.26, 22.59, 13.59)
H (13.72, 21.84, 12.93)
H (13.97, 21.47, 14.62)
H (12.97, 22.89, 14.27)
H (14.51, 24.29, 15.60)
H (15.55, 22.94, 15.96)
H (16.80, 25.27, 16.05)
H (17.40, 24.22, 14.81)
H (16.75, 26.66, 13.96)
H (15.15, 26.40, 14.57)
H (15.66, 27.42, 12.01)
H (14.07, 26.73, 12.50)
H (14.83, 26.16, 10.96)
H (17.75, 24.54, 12.71)
H (17.58, 26.07, 11.89)
H (17.05, 24.55, 11.10)
H (13.71, 23.79, 11.39)
C (29.97, 18.79, 10.52)
C (28.51, 18.36, 10.54)
C (27.97, 17.95, 9.14)
C (28.32, 17.22, 11.61)
C (26.90, 16.98, 11.96)
C (26.31, 18.25, 12.51)
C (26.40, 19.42, 11.52)
C (25.29, 19.43, 10.36)
C (26.08, 20.59, 12.41)
N (27.85, 19.58, 11.06)
O (27.99, 20.74, 10.35)
H (30.67, 18.03, 10.14)
H (30.04, 19.60, 9.83)
H (30.20, 19.12, 11.54)
H (27.97, 18.70, 8.34)
H (28.64, 17.13, 8.81)
H (26.95, 17.56, 9.20)
H (28.75, 16.35, 11.12)
H (28.88, 17.43, 12.55)
H (26.29, 16.54, 11.15)
H (26.89, 16.27, 12.77)
H (26.77, 18.65, 13.42)
H (25.24, 18.03, 12.76)
H (25.63, 19.91, 9.45)
H (24.33, 19.69, 10.77)
H (25.09, 18.42, 10.03)
H (26.78, 20.65, 13.23)
H (25.09, 20.47, 12.85)
H (26.08, 21.49, 11.79)
H (27.66, 20.60, 9.46)
C (19.36, 20.60, 17.32)
C (20.07, 21.11, 16.01)
C (19.26, 22.19, 15.49)
C (21.48, 21.56, 16.39)
C (22.54, 20.51, 16.69)
C (22.55, 19.53, 15.42)
C (21.17, 19.06, 15.02)
C (21.38, 18.37, 13.65)
C (20.66, 17.98, 15.95)
N (20.24, 20.17, 14.86)
O (18.91, 19.64, 14.44)
H (19.95, 19.83, 17.78)
H (19.24, 21.51, 17.89)
H (18.33, 20.19, 17.20)
H (19.14, 22.96, 16.27)
H (19.76, 22.60, 14.63)
H (18.28, 21.75, 15.22)
H (21.85, 22.13, 15.55)
H (21.35, 22.26, 17.28)
H (23.52, 21.01, 16.88)
H (22.38, 19.94, 17.61)
H (23.21, 18.68, 15.63)
H (22.96, 20.12, 14.64)
H (20.46, 17.86, 13.26)
H (22.11, 17.56, 13.75)
H (21.81, 19.12, 12.99)
H (19.59, 17.77, 15.76)
H (20.78, 18.26, 17.00)
H (21.19, 17.04, 15.76)
H (18.82, 19.95, 13.53)
C (29.30, 14.69, 14.50)
C (28.09, 14.60, 15.29)
C (28.26, 13.51, 16.39)
C (27.90, 15.99, 16.00)
C (26.51, 16.22, 16.60)
C (25.52, 15.92, 15.55)
C (25.59, 14.48, 15.00)
C (25.17, 13.39, 16.00)
C (24.57, 14.45, 13.85)
N (26.93, 14.50, 14.40)
O (27.10, 13.40, 13.58)
H (29.06, 14.99, 13.48)
H (29.83, 13.71, 14.40)
H (30.03, 15.40, 14.95)
H (29.20, 13.64, 16.93)
H (28.16, 12.49, 15.93)
H (27.48, 13.58, 17.15)
H (28.71, 16.11, 16.71)
H (27.98, 16.68, 15.14)
H (26.42, 17.25, 17.01)
H (26.34, 15.59, 17.47)
H (25.84, 16.54, 14.70)
H (24.46, 16.13, 15.81)
H (25.47, 13.36, 17.03)
H (24.05, 13.39, 15.98)
H (25.47, 12.40, 15.69)
H (24.80, 15.17, 13.08)
H (24.51, 13.42, 13.45)
H (23.61, 14.65, 14.35)
H (27.01, 12.59, 14.17)
C (25.40, 25.58, 17.49)
C (26.37, 26.00, 16.42)
C (26.66, 27.50, 16.51)
C (27.69, 25.23, 16.56)
C (27.58, 23.73, 16.21)
C (27.06, 23.68, 14.79)
C (25.65, 24.35, 14.59)
C (25.42, 24.34, 13.07)
C (24.64, 23.44, 15.20)
N (25.78, 25.74, 15.03)
O (24.48, 26.38, 14.96)
H (25.62, 26.01, 18.47)
H (24.38, 25.79, 17.17)
H (25.46, 24.51, 17.60)
H (27.23, 27.82, 17.38)
H (27.21, 27.76, 15.62)
H (25.71, 28.08, 16.53)
H (28.42, 25.72, 15.92)
H (28.09, 25.42, 17.55)
H (28.56, 23.26, 16.31)
H (26.94, 23.27, 16.96)
H (26.98, 22.67, 14.37)
H (27.70, 24.26, 14.07)
H (25.55, 23.29, 12.74)
H (26.16, 24.94, 12.57)
H (24.44, 24.73, 12.90)
H (25.07, 23.03, 16.14)
H (24.53, 22.57, 14.56)
H (23.67, 23.88, 15.41)
H (24.63, 27.09, 14.30)
C (16.33, 18.37, 12.77)
C (15.22, 17.29, 13.13)
C (15.72, 15.96, 12.52)
C (15.20, 17.19, 14.65)
C (13.99, 16.40, 15.17)
C (12.77, 17.21, 14.77)
C (12.69, 17.26, 13.21)
C (12.16, 15.97, 12.48)
C (11.54, 18.24, 12.98)
N (13.95, 17.93, 12.71)
O (13.82, 17.91, 11.27)
H (17.36, 18.13, 13.13)
H (16.40, 18.46, 11.70)
H (16.10, 19.33, 13.23)
H (15.22, 15.11, 13.00)
H (15.48, 16.06, 11.43)
H (16.77, 15.87, 12.64)
H (16.19, 16.75, 14.88)
H (15.22, 18.21, 15.01)
H (13.98, 15.43, 14.71)
H (14.07, 16.34, 16.24)
H (12.76, 18.23, 15.13)
H (11.82, 16.79, 15.11)
H (11.26, 15.82, 13.08)
H (12.92, 15.19, 12.58)
H (12.03, 16.09, 11.42)
H (11.87, 19.18, 13.40)
H (10.58, 17.87, 13.42)
H (11.34, 18.44, 11.91)
H (14.29, 18.74, 11.07)
O (22.83, 16.40, 11.47)
H (22.82, 16.08, 10.57)
H (22.58, 17.34, 11.43)

Output
- Kohn-Sham gap: 8.7 eV
- E_LUMO: 0.35 eV
- ΔE to the lowest compared entry with this formula, charge and spin: 0.0 kcal per mole

=====

Entry from the OMol25 dataset: a structure of composition C50H43BF13INO5P in a non-equilibrium geometry (ωB97M-V/def2-TZVPD).

Cartesian coordinates (Å):
N (2.77, 3.28, -0.05)
B (1.99, 4.47, 0.04)
O (2.33, 5.51, 0.86)
O (0.77, 4.50, -0.71)
P (-0.66, 4.84, -0.17)
O (-0.89, 4.65, 1.26)
O (-0.98, 6.30, -0.67)
I (-1.71, 6.67, -2.50)
O (-1.57, 3.91, -1.12)
C (-1.87, 2.60, -0.85)
F (-0.89, 2.01, -0.17)
F (-1.99, 1.98, -2.01)
C (-3.22, 2.47, -0.04)
F (-4.12, 1.80, -0.76)
F (-3.00, 1.81, 1.09)
F (-3.72, 3.67, 0.25)
H (2.34, 2.60, -0.67)
H (3.73, 3.42, -0.35)
H (1.86, 6.33, 0.72)
F (-5.28, 9.80, 3.15)
C (-4.80, 8.55, 2.98)
C (-4.07, 8.28, 1.84)
C (-3.58, 6.99, 1.67)
C (-3.82, 6.01, 2.62)
C (-4.56, 6.32, 3.76)
C (-5.06, 7.60, 3.95)
H (-3.90, 9.06, 1.11)
H (-2.98, 6.74, 0.80)
H (-3.43, 5.02, 2.49)
H (-4.74, 5.56, 4.50)
H (-5.62, 7.88, 4.83)
F (2.37, 0.43, -0.68)
C (1.41, -0.34, -0.10)
C (1.23, -0.24, 1.26)
C (0.23, -1.01, 1.84)
C (-0.55, -1.85, 1.07)
C (-0.34, -1.92, -0.30)
C (0.65, -1.16, -0.90)
H (1.86, 0.43, 1.84)
H (0.07, -0.94, 2.91)
H (-1.33, -2.43, 1.53)
H (-0.96, -2.57, -0.91)
H (0.83, -1.19, -1.97)
F (5.69, 2.41, -3.33)
C (5.81, 1.07, -3.15)
C (6.44, 0.33, -4.12)
C (6.56, -1.04, -3.93)
C (6.04, -1.64, -2.79)
C (5.40, -0.86, -1.84)
C (5.28, 0.51, -2.01)
H (6.85, 0.81, -5.00)
H (7.05, -1.64, -4.69)
H (6.13, -2.71, -2.65)
H (4.99, -1.32, -0.95)
H (4.79, 1.13, -1.27)
F (-3.23, -3.18, 0.04)
C (-3.51, -4.41, 0.54)
C (-2.46, -5.28, 0.74)
C (-2.75, -6.54, 1.26)
C (-4.05, -6.90, 1.55)
C (-5.09, -5.99, 1.32)
C (-4.82, -4.73, 0.82)
H (-1.45, -4.98, 0.51)
H (-1.94, -7.24, 1.43)
H (-4.27, -7.88, 1.94)
H (-6.11, -6.27, 1.54)
H (-5.61, -4.01, 0.64)
F (6.73, -0.33, -7.40)
C (6.28, 0.73, -8.10)
C (5.47, 1.65, -7.46)
C (5.02, 2.74, -8.18)
C (5.37, 2.90, -9.51)
C (6.19, 1.96, -10.13)
C (6.66, 0.86, -9.42)
H (5.20, 1.51, -6.42)
H (4.39, 3.47, -7.70)
H (5.01, 3.76, -10.07)
H (6.47, 2.08, -11.17)
H (7.29, 0.12, -9.87)
F (7.21, -4.36, -1.38)
C (7.85, -4.27, -0.19)
C (8.37, -5.42, 0.37)
C (9.03, -5.32, 1.59)
C (9.15, -4.09, 2.22)
C (8.62, -2.96, 1.63)
C (7.96, -3.04, 0.41)
H (8.26, -6.37, -0.15)
H (9.45, -6.21, 2.04)
H (9.67, -4.02, 3.17)
H (8.71, -2.00, 2.12)
H (7.54, -2.16, -0.07)
F (-8.25, -4.93, 0.78)
C (-9.20, -5.68, 1.38)
C (-9.36, -5.59, 2.75)
C (-10.34, -6.36, 3.35)
C (-11.13, -7.21, 2.60)
C (-10.95, -7.29, 1.22)
C (-9.98, -6.52, 0.60)
H (-8.72, -4.92, 3.32)
H (-10.48, -6.30, 4.42)
H (-11.89, -7.82, 3.07)
H (-11.56, -7.95, 0.63)
H (-9.82, -6.55, -0.47)
F (-2.66, 4.78, 5.72)
C (-2.19, 3.56, 5.37)
C (-1.50, 3.46, 4.18)
C (-1.03, 2.20, 3.80)
C (-1.25, 1.10, 4.61)
C (-1.94, 1.24, 5.81)
C (-2.42, 2.49, 6.20)
H (-1.34, 4.32, 3.56)
H (-0.49, 2.10, 2.87)
H (-0.88, 0.13, 4.31)
H (-2.12, 0.38, 6.44)
H (-2.96, 2.63, 7.12)

Output
- Kohn-Sham gap: 7.0 eV
- E_LUMO: -1.92 eV

=====

Entry from the OMol25 dataset: the molecule C8H12 in a non-equilibrium geometry (ωB97M-V/def2-TZVPD).

Cartesian coordinates (Å):
C (3.01, -1.48, -0.55)
C (2.29, -0.42, -0.18)
C (0.85, -0.54, -0.36)
C (-0.06, 0.33, 0.13)
C (0.29, 1.52, 0.93)
C (-1.53, 0.08, -0.01)
C (-2.11, -1.10, 0.12)
C (-2.47, 1.22, -0.24)
H (2.61, -2.40, -0.98)
H (4.09, -1.63, -0.59)
H (2.67, 0.54, 0.09)
H (0.33, -1.41, -0.74)
H (1.22, 1.45, 1.55)
H (-0.47, 1.74, 1.69)
H (0.59, 2.44, 0.39)
H (-1.63, -2.04, 0.46)
H (-3.13, -1.52, 0.15)
H (-3.20, 1.24, -1.03)
H (-3.05, 1.31, 0.73)
H (-2.17, 2.28, -0.22)

Output
- Kohn-Sham gap: 8.9 eV
- E_LUMO: 0.78 eV
- ΔE to the lowest compared entry with this formula, charge and spin: 44.2 kcal per mole

=====

Entry from the OMol25 dataset: a structure of composition C5H6AgO4 in a non-equilibrium geometry (ωB97M-V/def2-TZVPD).

Cartesian coordinates (Å):
C (-1.57, 0.03, 0.67)
C (-0.15, 0.19, 1.11)
O (0.72, -0.49, 0.22)
Ag (1.44, -2.93, -1.05)
H (-2.25, 0.53, 1.38)
H (-1.87, -1.03, 0.71)
H (0.04, -0.08, 2.15)
H (-0.23, 1.34, 0.91)
C (2.00, -0.10, 0.21)
O (2.45, 0.86, 0.77)
O (2.68, -1.01, -0.48)
H (3.62, -0.80, -0.50)
C (-2.04, 0.49, -0.80)
C (-1.22, 1.08, -1.73)
O (-0.54, 1.61, -2.46)
H (-3.07, 0.31, -1.11)

Output
- Kohn-Sham gap (alpha / beta): 9.7 / 7.2 eV
- Multiplicity: 2
- E_LUMO (alpha / beta): -9.20 / -11.75 eV
- Charge: +2
- ⟨S²⟩: 0.76
- ΔE to the lowest compared entry with this formula, charge and spin: 0.0 kcal per mole

=====

- Which formula does entry 1 have?
  C99H211N11O12

=====

- What is the formula in the first record?
  C99H211N11O12